{"formula": "C24H39AgNO8", "method": "ωB97M-V with the def2-TZVPD basis set", "gap_ev": 4.89, "e_tot_ev": -47385.7896, "charge": -1, "symbols": ["Ag", "C", "C", "C", "O", "C", "C", "C", "O", "O", "O", "H", "H", "C", "C", "C", "C", "C", "C", "N", "O", "C", "C", "C", "H", "H", "H", "H", "H", "H", "H", "H", "H", "H", "H", "H", "H", "H", "H", "H", "H", "H", "H", "C", "C", "O", "C", "H", "H", "H", "H", "H", "H", "C", "C", "O", "C", "H", "H", "H", "H", "H", "H", "C", "C", "O", "C", "H", "H", "H", "H", "H", "H"], "xyz": [[-2.030, 18.546, -13.104], [-3.273, 18.027, -8.678], [-3.008, 17.987, -10.163], [-3.769, 16.777, -10.882], [-3.740, 16.829, -12.077], [-4.586, 15.765, -10.207], [-4.666, 15.926, -8.833], [-4.082, 17.106, -8.074], [-4.411, 17.374, -6.847], [-5.503, 15.138, -8.256], [-2.276, 18.794, -10.798], [-2.806, 18.799, -8.085], [-5.190, 14.996, -10.663], [-0.276, 20.690, -15.383], [-0.760, 21.937, -14.560], [-1.824, 22.656, -15.521], [-2.783, 23.654, -14.818], [-3.395, 23.009, -13.545], [-2.353, 22.408, -12.511], [-1.495, 21.542, -13.343], [-0.831, 20.701, -12.516], [-1.675, 23.584, -11.718], [-3.268, 21.561, -11.610], [0.465, 22.787, -14.100], [0.079, 20.920, -16.387], [-1.017, 19.933, -15.640], [0.430, 20.141, -14.761], [-1.159, 23.296, -16.100], [-2.350, 21.829, -15.998], [-3.586, 23.701, -15.554], [-2.317, 24.609, -14.575], [-3.994, 22.120, -13.746], [-3.977, 23.704, -12.939], [-0.647, 23.303, -11.489], [-1.522, 24.504, -12.282], [-2.135, 23.831, -10.762], [-3.702, 20.740, -12.181], [-2.729, 21.207, -10.732], [-4.180, 21.974, -11.179], [0.168, 23.758, -13.703], [1.096, 22.975, -14.969], [1.061, 22.234, -13.374], [-0.192, 21.316, -12.149], [-1.254, 16.169, -17.428], [-1.987, 16.464, -16.080], [-1.517, 17.244, -15.326], [-3.291, 15.785, -15.734], [-1.969, 15.903, -18.207], [-0.671, 15.265, -17.253], [-0.565, 16.992, -17.620], [-4.078, 16.410, -16.155], [-3.443, 15.733, -14.655], [-3.394, 14.825, -16.240], [-0.484, 15.446, -10.964], [-0.232, 15.699, -12.471], [0.081, 16.820, -12.754], [-0.234, 14.608, -13.613], [-0.621, 16.385, -10.428], [0.414, 15.163, -10.416], [-1.372, 14.823, -10.861], [0.767, 14.188, -13.711], [-0.419, 15.012, -14.608], [-0.867, 13.755, -13.368], [-5.567, 17.925, -14.790], [-4.686, 19.135, -15.250], [-3.521, 19.317, -14.915], [-5.423, 20.198, -16.025], [-5.998, 17.436, -15.663], [-6.281, 18.264, -14.039], [-4.880, 17.222, -14.319], [-5.729, 19.716, -16.953], [-4.650, 20.962, -16.103], [-6.368, 20.652, -15.724]], "forces_ev_per_a": [[-0.3509, -0.5276, 0.5688], [2.3586, 1.0281, -5.4798], [-0.8221, -0.9856, 4.3913], [-1.5797, -0.9562, 3.3775], [0.8349, 0.3957, -5.5610], [3.2439, 3.1097, -0.3637], [-3.8908, -2.6409, 1.4825], [-1.5023, 0.8626, 4.2149], [0.4167, -1.7006, -2.6195], [1.8206, 1.4078, 0.2744], [-0.6181, -0.9048, -0.0580], [-0.1072, 0.1448, 0.0240], [0.2257, 0.1852, -0.3801], [-0.2408, -0.2032, 1.0165], [-1.0444, 0.2254, -0.0180], [1.9381, 0.7894, 2.4802], [-0.5419, -2.2351, 0.5587], [1.2507, -0.0263, 0.6321], [-2.0155, 1.9528, -1.8052], [-2.7482, 0.0712, -0.9856], [1.8292, -0.4840, 0.5334], [0.8842, -0.8307, -0.2752], [0.5929, -0.6874, 0.6827], [-0.5307, -0.0428, -1.3570], [0.6677, 0.6196, 0.2969], [-0.7586, 0.2723, 0.6168], [0.4904, 0.0506, -0.3857], [-0.2993, -0.4809, -1.1072], [0.0186, 0.4286, -0.3582], [-0.1796, 1.0083, 0.0904], [-0.0722, 0.0224, -0.3069], [-0.2778, 0.2856, -0.6201], [-0.2810, 0.1874, -0.3378], [0.1757, -0.1859, 0.3640], [-0.4538, 0.0180, -0.2831], [-0.2947, -0.1900, -0.1671], [0.6284, -0.4288, 0.0203], [0.0432, -0.5474, -0.2715], [0.1856, 1.2500, -0.2970], [-0.0538, -0.1075, 0.1188], [0.2454, 0.0300, 0.0165], [0.0194, 0.0440, 0.0277], [0.9044, -0.5907, 1.0353], [-0.7601, -0.3055, 1.3604], [-0.5427, -1.2557, -1.6778], [1.2224, 1.6530, 1.3088], [0.1575, -0.1871, -0.7641], [0.1355, 0.4050, -0.2134], [0.1653, -0.1056, 0.0287], [-0.2833, -0.0726, -0.3054], [-0.0165, 0.0433, -0.0430], [0.1609, -0.0962, -0.0304], [0.0645, -0.1779, 0.2207], [-0.2486, -0.0066, -0.7592], [0.4462, -0.4776, 0.5838], [0.3073, 1.0577, -1.0367], [0.1069, 0.0311, 1.2107], [-0.7052, 0.3947, -0.7058], [0.0857, -1.1776, -0.4405], [0.3026, -0.2869, 0.5566], [0.2889, 0.0806, 0.3974], [-0.3893, 0.2901, 0.4064], [-0.2548, 0.1527, -0.1210], [2.1744, 0.5029, -0.2099], [-1.1990, -0.2463, 2.0203], [-1.4019, -0.3924, -0.8313], [0.8379, 0.0769, -0.5911], [-0.4711, 0.2142, 0.1150], [-0.1735, 0.0184, -0.2859], [-0.3476, 0.0614, 0.3322], [0.4590, 0.2380, -0.5541], [-0.3801, 0.3207, -0.7666], [0.1475, -0.3860, 1.0096]], "lowdin_charge": [0.8134, -0.0176, -0.3062, -0.4111, -0.0746, -0.0254, -0.3962, -0.3928, -0.0788, -0.0859, -0.1345, 0.0856, 0.0908, -0.0342, -0.4418, -0.1080, -0.1594, -0.1331, -0.4571, -0.1617, -0.0472, -0.0181, -0.0477, -0.0243, 0.0815, 0.0493, 0.0805, 0.1076, 0.0976, 0.0964, 0.0997, 0.0956, 0.1114, 0.0626, 0.0634, 0.0819, 0.0706, 0.0803, 0.0906, 0.0679, 0.0776, 0.0777, 0.0851, -0.0001, -0.4990, 0.0301, -0.0035, 0.0722, 0.0736, 0.0800, 0.0659, 0.0837, 0.0845, -0.0017, -0.4292, 0.0149, 0.0017, 0.0748, 0.0780, 0.0799, 0.0711, 0.0455, 0.0727, -0.0077, -0.4299, 0.0022, -0.0193, 0.0759, 0.0987, 0.0353, 0.0832, 0.0663, 0.0891]}